Below is C5H8O in the gas phase at a distorted geometry, with properties calculated with ωB97M-V with the def2-TZVPD basis set.

Last column: Löwdin charge in e.
Element x y z (Å)
O  -2.085  0.111  0.734  -0.086
C  -1.538  -0.092  -0.548  -0.231
C  -0.094  -0.415  -0.489  -0.265
C  0.613  -0.912  0.734  -0.094
C  1.124  0.460  0.303  -0.059
C  1.068  0.151  -1.165  -0.143
H  -1.293  0.220  1.380  0.109
H  -2.083  -0.992  -0.887  0.132
H  -1.610  0.773  -1.204  0.121
H  1.233  -1.712  0.583  0.074
H  0.046  -0.920  1.610  0.080
H  0.891  1.410  0.896  0.138
H  0.939  0.797  -2.093  0.130
H  1.834  -0.529  -1.551  0.094

As for the SMILES: OC[C@]12C[C@H]1C2. As for the HOMO-LUMO gap: 0.346 Ha. The spin multiplicity is 1.

---

Below is a molecular structure, C35H72BFI2N8O14 at a distorted geometry, with properties calculated with ωB97M-V with the def2-TZVPD basis set.

Last column: Löwdin charge in e.
Element x y z (Å)
C  1.264  -2.863  1.008  -0.090
C  0.972  -1.433  0.534  -0.117
B  -0.325  -0.774  1.129  -0.396
O  -1.119  -1.455  2.014  0.162
C  -0.806  0.695  0.705  -0.217
C  -1.620  0.603  -0.584  -0.112
C  -2.924  -0.188  -0.542  -0.068
C  -3.846  0.187  0.580  -0.484
O  -4.049  -0.533  1.537  0.108
O  -4.454  1.412  0.519  0.082
O  -1.539  1.393  1.747  0.118
C  -1.465  2.704  1.470  -0.521
O  -2.167  3.562  1.932  0.164
O  -0.461  2.935  0.572  0.072
C  0.296  1.738  0.504  -0.446
F  1.074  1.741  1.666  0.072
C  1.219  1.613  -0.718  -0.661
I  0.472  2.738  -2.384  1.013
C  2.682  1.962  -0.379  -0.833
C  2.914  3.410  0.065  -0.164
I  3.944  1.450  -2.032  0.847
H  0.366  -3.371  1.353  0.069
H  1.673  -3.454  0.188  0.071
H  1.998  -2.869  1.813  0.076
H  0.850  -1.442  -0.557  0.109
H  1.839  -0.793  0.725  0.104
H  -0.661  -1.608  2.853  0.106
H  -1.837  1.592  -0.992  0.096
H  -0.986  0.101  -1.319  0.100
H  -2.800  -1.267  -0.530  0.120
H  -3.414  0.060  -1.489  0.117
H  -4.289  1.760  1.409  0.091
H  1.190  0.580  -1.051  0.051
H  2.956  1.290  0.430  0.067
H  2.122  4.059  -0.302  0.047
H  2.882  3.456  1.154  0.079
H  3.886  3.783  -0.243  0.049
C  -1.807  -2.001  -3.714  -0.311
O  -1.464  -1.782  -2.561  0.003
N  -2.604  -3.021  -4.072  -0.186
C  -2.992  -3.233  -5.451  -0.052
C  -3.089  -3.926  -3.045  -0.042
H  -1.490  -1.360  -4.548  0.086
H  -4.077  -3.178  -5.558  0.087
H  -2.654  -4.211  -5.801  0.087
H  -2.541  -2.463  -6.074  0.083
H  -3.669  -3.381  -2.299  0.086
H  -2.253  -4.406  -2.534  0.090
H  -3.716  -4.685  -3.504  0.082
C  -7.077  2.760  4.896  -0.361
O  -8.211  2.762  5.331  0.009
N  -6.295  1.667  4.810  -0.194
C  -4.947  1.715  4.281  -0.047
C  -6.831  0.396  5.265  -0.041
H  -6.582  3.674  4.525  0.132
H  -4.860  1.053  3.416  0.069
H  -4.232  1.391  5.041  0.086
H  -4.699  2.733  3.983  0.086
H  -7.727  0.137  4.701  0.092
H  -7.104  0.454  6.320  0.091
H  -6.080  -0.377  5.124  0.086
C  0.567  0.055  4.909  -0.341
O  1.149  -0.908  4.436  0.010
N  -0.032  0.063  6.109  -0.188
C  -0.716  1.234  6.621  -0.050
C  0.007  -1.149  6.911  -0.033
H  0.480  1.014  4.370  0.135
H  -0.262  1.566  7.556  0.091
H  -1.769  1.014  6.803  0.085
H  -0.650  2.042  5.894  0.085
H  1.038  -1.429  7.124  0.096
H  -0.458  -1.972  6.367  0.088
H  -0.524  -0.987  7.846  0.087
C  -0.941  -5.323  8.485  -0.362
O  -0.727  -4.805  9.562  0.011
N  -2.091  -5.198  7.793  -0.202
C  -2.292  -5.831  6.506  -0.060
C  -3.159  -4.399  8.369  -0.043
H  -0.191  -5.945  7.968  0.132
H  -2.491  -5.083  5.735  0.088
H  -3.134  -6.525  6.545  0.089
H  -1.397  -6.384  6.229  0.082
H  -2.824  -3.373  8.530  0.086
H  -3.462  -4.806  9.334  0.093
H  -4.010  -4.399  7.693  0.085
C  -5.162  1.815  -3.059  -0.354
O  -4.375  1.218  -3.772  0.001
N  -6.496  1.803  -3.225  -0.193
C  -7.385  2.528  -2.339  -0.053
C  -7.051  1.034  -4.325  -0.041
H  -4.826  2.415  -2.197  0.132
H  -8.078  1.843  -1.845  0.091
H  -7.963  3.269  -2.895  0.089
H  -6.801  3.038  -1.576  0.084
H  -6.777  -0.017  -4.230  0.091
H  -6.663  1.397  -5.277  0.091
H  -8.134  1.129  -4.315  0.085
C  -1.049  1.182  -5.700  -0.335
O  -0.846  0.021  -5.398  -0.012
N  -0.688  1.730  -6.875  -0.189
C  -0.952  3.118  -7.189  -0.055
C  -0.010  0.893  -7.850  -0.036
H  -1.556  1.889  -5.024  0.117
H  -1.586  3.199  -8.074  0.089
H  -0.019  3.654  -7.378  0.090
H  -1.461  3.590  -6.352  0.084
H  -0.639  0.046  -8.128  0.090
H  0.918  0.501  -7.434  0.095
H  0.212  1.484  -8.735  0.085
C  6.539  -1.484  -4.309  -0.368
O  6.393  -0.498  -5.007  -0.004
N  7.385  -1.566  -3.268  -0.194
C  7.514  -2.768  -2.473  -0.059
C  8.193  -0.403  -2.929  -0.048
H  5.967  -2.413  -4.479  0.131
H  7.257  -2.568  -1.431  0.090
H  8.537  -3.147  -2.512  0.089
H  6.843  -3.534  -2.857  0.080
H  7.547  0.444  -2.695  0.083
H  8.820  -0.127  -3.777  0.089
H  8.821  -0.623  -2.075  0.065
C  11.440  1.599  -1.481  -0.343
O  10.483  0.874  -1.290  0.007
N  11.408  2.706  -2.244  -0.196
C  12.574  3.542  -2.443  -0.060
C  10.154  3.068  -2.886  -0.032
H  12.430  1.406  -1.035  0.133
H  12.387  4.555  -2.082  0.089
H  12.837  3.591  -3.501  0.089
H  13.418  3.128  -1.894  0.081
H  9.376  3.227  -2.139  0.096
H  9.821  2.271  -3.551  0.085
H  10.297  3.980  -3.459  0.086

As for the HOMO-LUMO gap: 0.337 Ha. The spin multiplicity is 1.

---

Below is a molecular structure, C4H9NO2 at a distorted geometry, with properties calculated with ωB97M-V with the def2-TZVPD basis set.

Last column: Löwdin charge in e.
Element x y z (Å)
C  -0.361  -0.344  -0.822  -0.248
C  -0.884  -0.047  0.475  -0.236
C  1.091  -0.577  -1.122  -0.077
C  -0.118  0.738  1.491  -0.058
O  -0.742  -1.826  0.769  -0.154
N  -0.755  1.512  -1.459  0.033
O  0.004  2.366  -1.147  -0.040
H  0.121  -1.955  1.194  0.034
H  -1.041  -0.861  -1.493  0.125
H  -1.962  0.070  0.521  0.136
H  1.762  -0.149  -0.376  0.073
H  1.355  -0.130  -2.087  0.081
H  1.288  -1.648  -1.204  0.084
H  -0.099  1.800  1.213  0.079
H  -0.580  0.643  2.475  0.089
H  0.920  0.409  1.573  0.080

As for the HOMO-LUMO gap (alpha / beta): 0.277 / 0.281 Ha. The spin multiplicity is 1.

---

Below is 2 unconnected molecules or ions with the total composition C10H16O at a distorted geometry, with properties calculated with ωB97M-V with the def2-TZVPD basis set.

Last column: Löwdin charge in e.
Element x y z (Å)
C  -2.127  -0.150  -1.324  -0.079
C  -0.933  -1.188  -1.248  -0.212
C  -0.081  -0.961  -0.058  -0.244
C  -0.562  -0.824  1.214  -0.038
C  0.346  -0.855  2.287  -0.038
C  1.677  -0.825  2.117  -0.326
O  2.625  -0.922  3.127  0.039
C  2.197  -1.009  0.821  -0.015
C  1.357  -1.109  -0.264  -0.010
H  -1.634  0.809  -1.276  0.033
H  -2.804  -0.490  -0.541  0.069
H  -2.652  -0.227  -2.263  0.065
H  -1.484  -2.135  -1.088  0.113
H  -0.523  -1.430  -2.223  0.102
H  -1.588  -0.803  1.559  0.114
H  -0.065  -0.811  3.298  0.120
H  2.414  -0.285  3.789  0.083
H  3.258  -1.080  0.602  0.116
H  1.624  -1.255  -1.299  0.103
C  -1.974  3.607  -2.077  -0.162
C  -1.189  2.671  -2.991  -0.176
H  -2.273  3.350  -1.069  0.054
H  -1.515  4.600  -1.963  0.064
H  -2.931  3.839  -2.545  0.059
H  -0.641  1.839  -2.551  0.037
H  -1.685  2.081  -3.766  0.066
H  -0.430  3.268  -3.508  0.064

As for the SMILES: CCc1ccc(O)cc1.CC. As for the HOMO-LUMO gap: 0.346 Ha. The spin multiplicity is 1.

---

Below is 6 unconnected molecules or ions with the total composition C25H56Cl2O12 at a distorted geometry, with properties calculated with ωB97M-V with the def2-TZVPD basis set.

Last column: Löwdin charge in e.
Element x y z (Å)
C  9.118  -6.210  -4.964  -0.094
O  8.397  -4.931  -5.000  -0.131
C  7.345  -4.840  -3.976  -0.283
O  7.435  -5.202  -2.697  0.005
C  5.908  -4.146  -4.477  -0.434
Cl  5.671  -2.274  -4.370  0.560
C  4.799  -5.020  -5.034  -0.543
C  5.029  -6.673  -5.085  -0.101
Cl  3.203  -4.214  -5.632  0.514
H  10.282  -5.946  -4.953  0.121
H  8.864  -6.906  -4.058  0.110
H  8.969  -6.861  -5.951  0.110
H  5.041  -7.045  -3.954  0.105
H  4.031  -7.124  -5.543  0.087
H  5.999  -6.990  -5.655  0.087
C  10.200  -2.481  -2.791  -0.096
O  10.795  -2.344  -4.078  -0.198
C  9.939  -1.662  -5.000  -0.195
C  10.359  -0.198  -5.170  -0.192
O  10.152  0.545  -3.965  -0.195
C  11.362  0.747  -3.243  -0.112
H  10.979  -2.782  -2.085  0.092
H  9.760  -1.546  -2.440  0.087
H  9.436  -3.263  -2.821  0.068
H  8.890  -1.737  -4.689  0.105
H  10.040  -2.170  -5.964  0.123
H  9.730  0.259  -5.940  0.122
H  11.402  -0.124  -5.501  0.125
H  11.967  1.509  -3.743  0.086
H  11.939  -0.177  -3.142  0.083
H  11.106  1.106  -2.241  0.090
C  3.151  0.087  -3.663  -0.121
O  2.371  -0.176  -4.825  -0.197
C  1.332  -1.127  -4.576  -0.205
C  -0.024  -0.435  -4.400  -0.185
O  -0.052  0.356  -3.208  -0.216
C  0.118  1.744  -3.480  -0.106
H  3.754  0.979  -3.851  0.094
H  2.530  0.270  -2.784  0.084
H  3.823  -0.756  -3.473  0.014
H  1.571  -1.750  -3.707  0.124
H  1.280  -1.780  -5.453  0.102
H  -0.797  -1.202  -4.292  0.124
H  -0.274  0.172  -5.279  0.127
H  -0.802  2.151  -3.907  0.089
H  0.956  1.929  -4.158  0.086
H  0.320  2.255  -2.533  0.089
C  -4.147  0.872  -0.611  -0.111
O  -3.146  0.058  -0.010  -0.194
C  -1.831  0.391  -0.466  -0.192
C  -1.085  1.245  0.564  -0.189
O  -1.688  2.535  0.704  -0.195
C  -2.495  2.628  1.872  -0.116
H  -5.077  0.739  -0.052  0.087
H  -3.882  1.931  -0.590  0.083
H  -4.311  0.551  -1.644  0.086
H  -1.870  0.893  -1.440  0.108
H  -1.291  -0.552  -0.596  0.124
H  -0.062  1.407  0.210  0.119
H  -1.027  0.733  1.533  0.125
H  -1.856  2.707  2.757  0.087
H  -3.168  1.772  1.975  0.082
H  -3.102  3.536  1.798  0.088
C  -3.630  4.230  5.464  -0.107
O  -4.409  3.967  4.302  -0.209
C  -5.449  3.016  4.551  -0.184
C  -6.805  3.708  4.727  -0.189
O  -6.833  4.500  5.919  -0.199
C  -6.663  5.887  5.647  -0.109
H  -3.027  5.123  5.276  0.091
H  -4.251  4.413  6.343  0.083
H  -2.957  3.388  5.653  0.087
H  -5.209  2.393  5.420  0.126
H  -5.501  2.364  3.674  0.122
H  -7.578  2.941  4.835  0.101
H  -7.054  4.315  3.848  0.128
H  -7.583  6.295  5.220  0.087
H  -5.825  6.072  4.969  0.084
H  -6.460  6.398  6.594  0.090
C  -10.970  -0.929  7.876  -0.112
O  -10.746  0.468  8.035  -0.195
C  -9.353  0.791  8.089  -0.189
C  -8.858  1.343  6.748  -0.203
O  -8.892  0.340  5.728  -0.199
C  -10.015  0.487  4.866  -0.110
H  -12.018  -1.078  7.601  0.089
H  -10.344  -1.359  7.092  0.082
H  -10.781  -1.441  8.825  0.087
H  -8.762  -0.079  8.399  0.125
H  -9.235  1.566  8.852  0.124
H  -7.813  1.649  6.860  0.116
H  -9.436  2.226  6.449  0.127
H  -9.852  1.331  4.189  0.082
H  -10.944  0.635  5.425  0.085
H  -10.112  -0.426  4.271  0.091

As for the SMILES: COC(=O)/C(Cl)=C(\C)Cl.COCCOC.COCCOC.COCCOC.COCCOC.COCCOC. As for the HOMO-LUMO gap: 0.310 Ha. The spin multiplicity is 1.

---

Below is C3H8O2 in the gas phase, with properties calculated with ωB97M-V with the def2-TZVPD basis set.

Last column: Löwdin charge in e.
Element x y z (Å)
O  0.247  -1.509  0.784  -0.093
C  0.753  -0.941  -0.427  -0.224
C  0.254  0.495  -0.742  -0.157
C  -0.678  1.066  0.331  -0.290
O  -1.765  0.224  0.626  -0.074
H  0.634  -1.060  1.547  0.101
H  0.420  -1.634  -1.206  0.118
H  1.850  -0.974  -0.406  0.112
H  -0.277  0.485  -1.701  0.110
H  1.113  1.173  -0.853  0.109
H  -0.088  1.299  1.237  0.113
H  -1.093  2.019  -0.015  0.117
H  -1.368  -0.642  0.824  0.057

As for the SMILES: OCCCO. As for the HOMO-LUMO gap: 0.397 Ha. The spin multiplicity is 1.

---

Below is 2 unconnected molecules or ions with the total composition C3HF3O at a distorted geometry, with properties calculated with ωB97M-V with the def2-TZVPD basis set.

Last column: Löwdin charge in e.
Element x y z (Å)
C  -0.183  -0.268  1.566  -0.257
C  -0.402  -0.560  0.220  -0.051
C  0.741  0.473  -1.635  -0.127
O  -1.136  -0.680  2.225  0.055
F  -0.629  -1.740  -0.256  0.106
F  0.063  0.562  -2.738  0.090
F  1.037  1.698  -1.273  0.064
H  0.509  0.514  1.891  0.120

As for the HOMO-LUMO gap (alpha / beta): 0.324 / 0.317 Ha. The spin multiplicity is 3.

---

Below is 9 unconnected molecules or ions with the total composition C18H54O18 at a distorted geometry, with properties calculated with ωB97M-V with the def2-TZVPD basis set.

Last column: Löwdin charge in e.
Element x y z (Å)
O  0.673  -1.963  -4.241  -0.098
C  0.152  -1.310  -5.419  -0.197
C  0.875  0.030  -5.437  -0.230
O  0.507  0.818  -6.562  -0.062
H  0.099  -2.700  -4.003  0.111
H  0.154  -1.913  -6.329  0.123
H  -0.918  -1.146  -5.241  0.121
H  1.949  -0.174  -5.484  0.123
H  0.614  0.641  -4.579  0.126
H  0.834  0.450  -7.387  0.086
O  -5.219  3.176  -2.443  -0.060
C  -4.774  2.890  -1.117  -0.234
C  -5.266  1.494  -0.713  -0.200
O  -4.355  0.441  -1.037  -0.090
H  -4.626  3.865  -2.762  0.087
H  -3.677  2.921  -1.079  0.113
H  -5.045  3.638  -0.364  0.123
H  -6.233  1.390  -1.207  0.133
H  -5.299  1.544  0.375  0.126
H  -4.429  0.258  -1.981  0.119
O  -0.008  -1.913  5.728  -0.074
C  -0.723  -2.469  4.659  -0.248
C  -1.689  -1.421  4.042  -0.249
O  -2.310  -1.916  2.884  -0.068
H  0.912  -1.744  5.505  0.066
H  -0.116  -3.034  3.955  0.122
H  -1.447  -3.140  5.140  0.111
H  -1.016  -0.557  3.928  0.094
H  -2.405  -1.030  4.768  0.117
H  -2.632  -1.229  2.288  0.042
O  2.015  4.113  -1.934  -0.063
C  1.642  4.916  -0.827  -0.266
C  1.702  4.168  0.492  -0.227
O  3.081  3.920  0.804  -0.074
H  1.871  4.626  -2.731  0.083
H  2.364  5.738  -0.714  0.118
H  0.678  5.415  -0.992  0.117
H  1.121  3.246  0.362  0.110
H  1.414  4.763  1.356  0.126
H  3.403  3.291  0.145  0.080
O  1.686  -0.336  3.815  -0.101
C  1.637  1.101  3.774  -0.230
C  2.389  1.766  4.915  -0.194
O  3.749  2.045  4.492  -0.096
H  2.571  -0.534  3.436  0.044
H  1.694  1.470  2.752  0.118
H  0.602  1.295  4.107  0.109
H  2.500  1.210  5.842  0.121
H  1.911  2.739  5.046  0.115
H  4.107  1.361  3.920  0.046
O  5.494  -1.077  -2.321  -0.063
C  5.216  -1.687  -3.564  -0.264
C  4.073  -2.687  -3.474  -0.194
O  2.982  -1.998  -2.814  -0.126
H  4.627  -0.753  -2.031  0.071
H  5.101  -0.966  -4.380  0.113
H  6.118  -2.226  -3.873  0.118
H  4.288  -3.480  -2.761  0.118
H  3.749  -2.995  -4.466  0.120
H  2.201  -1.929  -3.398  0.028
O  -4.543  -0.859  1.447  -0.093
C  -5.129  -2.141  1.237  -0.226
C  -6.650  -2.028  1.306  -0.222
O  -7.263  -2.999  0.437  -0.075
H  -4.707  -0.434  0.585  0.033
H  -4.869  -2.507  0.241  0.125
H  -4.872  -2.839  2.036  0.121
H  -6.841  -1.071  0.807  0.109
H  -7.033  -2.084  2.321  0.124
H  -7.855  -3.555  0.948  0.077
O  4.107  -0.589  2.550  -0.073
C  3.938  -0.772  1.150  -0.208
C  3.525  -2.224  0.857  -0.220
O  2.168  -2.452  1.214  -0.065
H  4.896  -1.080  2.801  0.114
H  3.244  -0.092  0.656  0.116
H  4.876  -0.562  0.622  0.118
H  4.181  -2.851  1.464  0.119
H  3.627  -2.519  -0.191  0.102
H  1.660  -1.692  0.894  0.054
O  0.913  -0.430  -0.756  -0.086
C  -0.285  0.347  -0.969  -0.195
C  -1.090  0.373  0.328  -0.224
O  -2.031  1.438  0.348  -0.075
H  1.036  -1.080  -1.455  0.064
H  0.042  1.329  -1.314  0.112
H  -0.822  -0.141  -1.786  0.116
H  -0.492  0.480  1.235  0.122
H  -1.612  -0.585  0.450  0.115
H  -2.689  1.208  -0.326  0.031

As for the SMILES: OCCO.OCCO.OCCO.OCCO.OCCO.OCCO.OCCO.OCCO.OCCO. As for the HOMO-LUMO gap: 0.324 Ha. The spin multiplicity is 1.